The following is a quantum chemistry calculation of C21H41BrFN5O3SSi as an isolated structure at a distorted geometry, from the OMol25 dataset.

Computed properties:
- maximum force (eV Å⁻¹) = 11.69
- HOMO (eV) = -5.306
- LUMO level (eV) = -1.12
- energy (eV) = -127494.58079

```
74
Properties=species:S:1:pos:R:3:forces:R:3
C 0.7677 -4.6935 2.8495 -0.2 -0.4 0.6
Si 1.4186 -4.1634 1.1149 0.5 1.8 -0.1
C 3.1153 -5.0280 0.8334 0.9 -0.5 0.2
C 1.8033 -2.2437 1.2428 -0.1 0.6 -0.1
O 0.2642 -4.3331 -0.1983 -0.5 -1.4 2.2
C -0.7639 -5.3470 0.0821 -0.4 -0.4 -1.3
C -2.0911 -4.7953 0.8705 0.9 -2.0 1.7
N -2.9724 -3.8616 0.0710 -0.6 0.1 2.5
Br -2.2554 -2.0955 0.0419 0.2 -0.2 -0.3
S -4.4252 -3.6767 1.0852 -8.6 0.1 -1.4
O -5.4075 -2.5918 0.5192 5.1 -3.8 2.2
O -5.2544 -4.9960 1.1877 4.7 4.3 0.4
F -3.9637 -3.0970 2.6687 -0.3 -1.4 -3.1
H 0.4319 -5.8138 2.7739 0.4 2.1 0.6
H 1.7013 -4.6441 3.5851 -2.1 0.0 -1.5
H -0.1033 -3.9707 3.2245 1.9 -1.8 -0.6
H 3.8301 -4.2220 0.3235 -1.4 -2.0 1.1
H 3.0765 -6.0318 0.2332 0.2 2.0 1.0
H 3.5314 -5.3080 1.9153 -0.7 0.7 -2.4
H 1.8341 -1.9256 2.3708 0.1 -0.5 -2.2
H 2.8193 -1.9505 0.7321 -1.9 -0.5 1.1
H 0.9617 -1.6140 0.7274 1.5 -1.1 1.0
H -0.2507 -6.2524 0.6338 -1.5 1.7 -0.7
H -1.1518 -5.7810 -0.9598 0.9 1.0 2.2
H -1.8423 -4.3260 1.9303 -0.2 -0.9 -2.3
H -2.7579 -5.7570 1.1072 1.3 2.0 -0.7
C -5.3872 0.4269 0.3847 -0.1 -0.1 0.2
C -4.8155 1.3578 1.4493 -0.1 -0.3 -0.2
C -4.5261 2.7630 0.9177 0.9 0.1 -1.4
C -3.5040 2.6868 -0.2048 0.2 0.0 -0.2
N -2.6562 2.6237 -1.1361 1.9 0.8 4.2
H -4.6812 0.2709 -0.4372 -0.1 0.1 0.1
H -5.6049 -0.5553 0.8160 0.0 0.4 -0.2
H -6.3174 0.8308 -0.0313 0.1 0.0 0.0
H -3.8956 0.9150 1.8505 -0.1 0.2 0.0
H -5.5275 1.4284 2.2790 0.1 0.1 -0.1
H -4.1316 3.3945 1.7207 -0.1 -0.1 0.0
H -5.4430 3.2278 0.5396 -0.2 -0.1 0.2
C 0.9913 4.3164 2.2887 0.0 0.1 0.1
C 1.0124 3.9745 0.8023 0.1 0.3 0.2
C 0.5625 2.5407 0.5150 0.8 -0.5 0.5
C 1.4927 1.5613 1.2121 5.0 -5.6 3.7
N 2.2644 0.7488 1.7903 -6.0 6.6 -4.5
H 1.6859 3.6901 2.8575 -0.1 0.0 -0.1
H 1.2920 5.3574 2.4436 -0.1 -0.1 0.0
H -0.0133 4.1855 2.7072 0.1 0.0 0.0
H 2.0276 4.1301 0.4171 -0.2 -0.1 0.0
H 0.3553 4.6698 0.2684 0.0 -0.2 0.0
H 0.5820 2.3498 -0.5631 0.0 -0.2 0.2
H -0.4614 2.3803 0.8697 0.1 -0.1 -0.1
C 7.2077 2.4459 0.9821 0.1 0.1 0.0
C 6.5875 1.5104 -0.0508 0.4 0.1 0.0
C 5.3984 0.7207 0.4997 0.6 -0.5 0.7
C 5.8505 -0.1402 1.6680 2.2 -4.9 6.6
N 6.2254 -0.8545 2.6372 -2.9 5.7 -7.7
H 7.6146 1.8935 1.8350 -0.1 0.0 -0.1
H 8.0338 3.0094 0.5369 -0.1 0.0 0.1
H 6.4680 3.1630 1.3563 0.1 -0.1 0.0
H 7.3588 0.8186 -0.4110 -0.2 0.1 0.0
H 6.2571 2.1012 -0.9123 -0.1 -0.2 0.1
H 4.9813 0.0764 -0.2814 0.0 0.0 0.3
H 4.6083 1.4002 0.8371 0.1 -0.3 0.1
C -0.6616 2.7997 -5.6287 0.1 0.0 -0.1
C -2.0726 2.3482 -5.9916 0.4 -0.2 -0.1
C -3.1552 3.0870 -5.2025 0.7 -0.1 0.9
C -2.9724 2.8299 -3.7156 0.7 -0.9 7.0
N -2.8207 2.6166 -2.4821 -4.0 0.3 -11.0
H -0.4281 2.5924 -4.5796 -0.1 0.1 -0.1
H 0.0763 2.2665 -6.2366 -0.1 0.1 0.1
H -0.5360 3.8743 -5.8043 0.0 -0.1 0.0
H -2.1556 1.2686 -5.8161 -0.1 0.2 0.0
H -2.2342 2.5137 -7.0626 -0.1 0.0 0.2
H -4.1471 2.7380 -5.5083 0.1 0.0 0.3
H -3.1013 4.1646 -5.3914 0.0 -0.1 0.1
```
Positions in Å, forces in eV/Å.